No. 1
{
  "formula": "C9H15N2O2",
  "method": "ωB97M-V/def2-TZVPD",
  "spin_multiplicity": 1,
  "mol_weight_g_mol": 183.23,
  "homo_energy_ev": -12.410,
  "smiles": "C[NH2+][C@@H](C(=O)N(C)C)c1ccco1",
  "charge": 1,
  "de_lowest_ev": 2.234,
  "symbols": ["C", "N", "C", "C", "O", "N", "C", "C", "C", "C", "C", "C", "O", "H", "H", "H", "H", "H", "H", "H", "H", "H", "H", "H", "H", "H", "H", "H"],
  "positions_angstrom": [[-1.542, 2.555, -0.135], [-0.221, 2.129, -0.576], [-0.049, 0.682, -0.726], [1.312, 0.352, 0.170], [1.602, 1.380, 0.827], [1.995, -0.728, -0.057], [3.138, -1.107, 0.718], [1.627, -1.713, -1.090], [-1.109, -0.084, -0.015], [-1.323, -0.809, 1.120], [-2.551, -1.386, 1.173], [-3.140, -0.999, -0.041], [-2.241, -0.306, -0.754], [-1.599, 2.441, 0.915], [-1.626, 3.711, -0.285], [-2.180, 1.946, -0.801], [0.196, 2.604, -1.429], [0.493, 2.262, 0.363], [0.038, 0.503, -1.738], [3.263, -0.460, 1.495], [3.040, -2.048, 1.198], [3.969, -1.034, 0.040], [2.560, -2.228, -1.362], [0.869, -2.504, -0.684], [1.152, -1.103, -1.902], [-0.667, -0.963, 1.950], [-2.959, -1.909, 2.072], [-4.047, -1.182, -0.449]]
}

---

No. 2
{
  "formula": "C9H15N2O3",
  "method": "ωB97M-V/def2-TZVPD",
  "spin_multiplicity": 1,
  "mol_weight_g_mol": 199.23,
  "homo_energy_ev": -9.920,
  "charge": 1,
  "de_lowest_ev": 4.377,
  "symbols": ["C", "C", "C", "C", "C", "C", "C", "C", "C", "N", "N", "O", "O", "O", "H", "H", "H", "H", "H", "H", "H", "H", "H", "H", "H", "H", "H", "H", "H"],
  "positions_angstrom": [[-4.336, -1.754, 0.317], [-3.765, -0.524, 0.354], [-2.284, -0.372, 0.538], [-0.806, 1.481, 1.283], [3.775, -0.058, -1.424], [2.264, -0.353, -1.608], [3.840, 0.351, 0.015], [1.552, 0.398, -0.455], [-4.615, 0.753, 0.153], [-1.778, 0.851, 0.950], [2.653, 1.185, 0.207], [0.040, 2.141, 1.695], [-1.569, -1.477, 0.640], [1.104, -0.520, 0.550], [-5.358, -1.974, 0.317], [-3.689, -2.611, 0.455], [4.422, -1.033, -1.526], [4.056, 0.656, -2.214], [1.733, -0.106, -2.585], [1.976, -1.373, -1.311], [3.749, -0.679, 0.481], [4.807, 0.843, 0.243], [-4.954, 1.050, 1.190], [-5.441, 0.732, -0.563], [-3.839, 1.429, -0.202], [2.413, 1.371, 1.158], [2.977, 2.223, 0.008], [-0.575, -1.293, 0.871], [1.648, -1.334, 0.462]]
}

---

No. 3
{
  "formula": "C9H15N3O2S",
  "method": "ωB97M-V/def2-TZVPD",
  "spin_multiplicity": 1,
  "mol_weight_g_mol": 229.30,
  "homo_energy_ev": -8.662,
  "de_lowest_ev": 5.464,
  "symbols": ["C", "C", "C", "C", "C", "C", "C", "C", "C", "H", "H", "H", "H", "H", "H", "H", "H", "H", "H", "H", "H", "H", "H", "H", "N", "N", "N", "O", "O", "S"],
  "positions_angstrom": [[-0.937, -3.263, -1.665], [0.084, -3.813, -0.582], [0.175, -2.897, 0.731], [0.331, -1.401, 0.296], [2.248, 0.059, -0.181], [1.385, 1.327, -0.330], [-0.496, 2.685, -0.154], [-0.390, 3.431, 1.182], [-2.074, 2.725, 0.128], [-0.820, -2.353, -1.972], [-1.915, -3.176, -1.163], [-1.007, -4.081, -2.453], [1.153, -3.992, -1.038], [-0.334, -4.838, -0.297], [1.057, -3.132, 1.359], [-0.771, -2.995, 1.360], [0.262, -0.599, 1.195], [-0.455, -1.067, -0.383], [-0.241, 3.402, -1.003], [0.372, 2.880, 2.022], [0.162, 4.323, 0.929], [-2.232, 3.502, 2.239], [-2.632, 3.172, -0.720], [-2.381, 1.724, 0.476], [3.545, 0.274, -0.203], [2.159, 2.369, -0.381], [-1.734, 3.616, 1.303], [1.618, -1.188, -0.235], [0.069, 1.391, -0.266], [3.800, 1.917, -0.196]]
}

---

No. 4
{
  "formula": "C9H15N3O6",
  "method": "ωB97M-V/def2-TZVPD",
  "spin_multiplicity": 1,
  "mol_weight_g_mol": 261.23,
  "homo_energy_ev": -10.188,
  "smiles": "NC(=O)CC[C@H](NC(=O)[C@@H](N)CC(=O)O)C(=O)O",
  "de_lowest_ev": 2.681,
  "symbols": ["N", "C", "O", "C", "C", "C", "N", "C", "O", "C", "N", "C", "C", "O", "O", "C", "O", "O", "H", "H", "H", "H", "H", "H", "H", "H", "H", "H", "H", "H", "H", "H", "H"],
  "positions_angstrom": [[-2.625, -2.693, 2.981], [-2.193, -3.138, 1.781], [-2.464, -4.223, 1.187], [-1.282, -2.188, 1.026], [-0.298, -1.261, 1.822], [0.734, -0.614, 0.896], [0.166, -0.144, -0.314], [-0.172, 1.245, -0.369], [-0.173, 1.901, 0.645], [-0.606, 1.663, -1.769], [-2.066, 1.410, -1.957], [-0.243, 3.108, -1.950], [1.223, 3.422, -2.204], [1.729, 3.740, -3.260], [2.151, 3.201, -1.175], [1.833, -1.554, 0.654], [2.100, -2.049, -0.436], [2.574, -1.833, 1.819], [-2.182, -1.814, 3.233], [-3.001, -3.373, 3.667], [-1.905, -1.614, 0.432], [-0.765, -2.906, 0.419], [0.224, -1.667, 2.609], [-0.868, -0.356, 2.222], [1.226, 0.270, 1.439], [0.310, -0.801, -1.160], [-0.083, 1.003, -2.606], [-2.338, 0.511, -1.594], [-2.566, 2.151, -1.398], [-0.716, 3.569, -1.044], [-0.566, 3.623, -2.876], [1.667, 2.967, -0.393], [1.929, -1.557, 2.524]]
}

---

No. 5
{
  "formula": "C9H15N3O6",
  "method": "ωB97M-V/def2-TZVPD",
  "spin_multiplicity": 1,
  "mol_weight_g_mol": 261.23,
  "homo_energy_ev": -9.073,
  "smiles": "NC(=O)CC[C@H](NC(=O)[C@@H](N)CC(=O)O)C(=O)O",
  "de_lowest_ev": 3.734,
  "symbols": ["N", "C", "O", "C", "C", "C", "N", "C", "O", "C", "N", "C", "C", "O", "O", "C", "O", "O", "H", "H", "H", "H", "H", "H", "H", "H", "H", "H", "H", "H", "H", "H", "H"],
  "positions_angstrom": [[3.219, -1.055, -0.066], [2.278, -0.833, 0.936], [1.201, -1.335, 0.868], [2.684, 0.477, 1.916], [1.479, 1.479, 1.855], [0.611, 1.656, 0.488], [-0.447, 0.588, 0.217], [-1.740, 0.791, -0.207], [-2.004, 1.900, -0.672], [-2.676, -0.246, -0.088], [-3.965, 0.213, -0.336], [-2.312, -1.588, -1.010], [-1.234, -2.333, -0.232], [-1.143, -2.198, 1.012], [-0.355, -3.000, -0.901], [1.343, 1.800, -0.844], [2.481, 1.484, -1.006], [0.594, 2.327, -1.841], [3.260, -1.971, -0.408], [4.100, -0.585, -0.051], [2.682, 0.210, 2.987], [3.519, 1.082, 1.598], [1.880, 2.506, 1.973], [0.740, 1.413, 2.680], [0.064, 2.617, 0.500], [-0.543, -0.027, 1.133], [-2.355, -0.704, 0.873], [-4.241, -0.364, -1.161], [-4.260, 1.176, -0.391], [-3.161, -2.263, -1.022], [-2.175, -1.346, -2.111], [0.440, -2.962, -0.280], [-0.405, 2.357, -1.586]]
}

---

No. 6
{
  "formula": "C9H15N3O6S",
  "method": "ωB97M-V/def2-TZVPD",
  "spin_multiplicity": 1,
  "mol_weight_g_mol": 293.30,
  "homo_energy_ev": -10.857,
  "smiles": "COC[C@H](C#N)[C@@H](C#N)ON=O.CCOS(C)(=O)=O",
  "symbols": ["C", "O", "C", "C", "C", "N", "C", "C", "N", "O", "N", "O", "H", "H", "H", "H", "H", "H", "H", "C", "C", "O", "S", "C", "O", "O", "H", "H", "H", "H", "H", "H", "H", "H"],
  "positions_angstrom": [[0.955, -1.578, -0.802], [-0.127, -2.151, -1.620], [-0.267, -3.604, -1.421], [-1.049, -4.024, -0.025], [-1.193, -5.677, 0.010], [-0.871, -6.940, 0.204], [-2.530, -3.345, 0.151], [-3.410, -3.224, -1.228], [-4.046, -2.988, -2.356], [-3.349, -3.982, 1.225], [-4.511, -3.285, 1.382], [-4.418, -2.526, 2.345], [1.181, -2.220, 0.177], [0.733, -0.462, -0.439], [1.983, -1.493, -1.403], [0.752, -4.204, -1.520], [-0.955, -4.020, -2.303], [-0.368, -3.604, 0.856], [-2.347, -2.229, 0.532], [-0.347, 4.688, 1.368], [0.108, 4.178, 0.013], [1.489, 4.434, -0.202], [2.584, 3.498, 0.560], [4.009, 4.028, -0.358], [2.320, 2.111, 0.245], [2.725, 3.964, 1.923], [0.120, 4.122, 2.179], [-1.432, 4.595, 1.474], [-0.064, 5.737, 1.502], [-0.112, 3.111, -0.103], [-0.443, 4.709, -0.770], [3.895, 3.721, -1.398], [4.888, 3.550, 0.081], [4.098, 5.112, -0.278]]
}

---

No. 7
{
  "formula": "C9H15N3OPS",
  "method": "ωB97M-V/def2-TZVPD",
  "spin_multiplicity": 1,
  "mol_weight_g_mol": 244.28,
  "homo_energy_ev": [-12.088, -12.067],
  "charge": 1,
  "de_lowest_ev": 1.931,
  "symbols": ["C", "C", "C", "C", "C", "C", "C", "C", "C", "N", "N", "N", "O", "P", "S", "H", "H", "H", "H", "H", "H", "H", "H", "H", "H", "H", "H", "H", "H", "H"],
  "positions_angstrom": [[-2.013, -3.762, 1.022], [-1.010, -2.915, 0.683], [-3.211, -3.212, 1.462], [-3.268, -1.902, 1.765], [-1.046, -1.537, 0.915], [2.390, 2.083, -1.259], [1.575, 2.114, 0.080], [-2.439, 0.300, 1.879], [2.888, 0.282, -2.879], [-2.279, -1.066, 1.402], [2.768, 0.701, -1.524], [-0.141, -0.649, 0.593], [0.179, 1.826, -0.184], [-0.254, 0.371, -0.904], [-2.028, 0.523, -1.603], [-2.098, -4.845, 0.797], [-0.101, -3.310, 0.295], [-4.010, -3.983, 1.673], [-4.048, -1.466, 2.369], [1.818, 2.629, -2.073], [3.399, 2.617, -0.968], [1.995, 1.339, 0.859], [1.557, 3.061, 0.400], [-1.427, 0.657, 1.992], [-2.944, 0.837, 1.019], [-3.065, 0.528, 2.630], [1.978, -0.324, -3.047], [3.069, 1.094, -3.497], [3.832, -0.239, -2.734], [0.822, -0.967, 0.352]]
}

---

No. 8
{
  "formula": "C9H15N4",
  "method": "ωB97M-V/def2-TZVPD",
  "spin_multiplicity": 1,
  "mol_weight_g_mol": 179.25,
  "homo_energy_ev": -12.306,
  "charge": 1,
  "de_lowest_ev": 0.587,
  "symbols": ["C", "C", "C", "C", "C", "C", "C", "C", "C", "N", "N", "N", "N", "H", "H", "H", "H", "H", "H", "H", "H", "H", "H", "H", "H", "H", "H", "H"],
  "positions_angstrom": [[1.717, -0.835, -0.832], [1.813, 0.895, 0.817], [3.041, -1.127, -0.497], [3.135, 0.529, 1.050], [1.114, 0.192, -0.141], [-1.475, 0.011, 1.532], [-2.165, -1.130, 0.791], [-1.361, -0.222, -1.326], [-0.684, 0.917, -0.568], [3.723, -0.463, 0.410], [-1.384, 1.155, 0.646], [-0.415, 2.011, -1.402], [-1.389, -1.412, -0.444], [1.249, -1.378, -1.640], [1.372, 1.715, 1.363], [3.571, -1.925, -0.998], [3.742, 1.062, 1.768], [-2.059, 0.289, 2.408], [-0.482, -0.333, 1.869], [-2.205, -2.024, 1.414], [-3.177, -0.839, 0.508], [-2.387, 0.051, -1.589], [-0.803, -0.431, -2.239], [-1.108, 2.006, 1.118], [-0.020, 2.805, -0.919], [-1.196, 2.304, -1.975], [-0.402, -1.595, -0.185], [-1.765, -2.228, -0.939]]
}

---

Number 1: electronic energy -611.617001 a.u.. Number 2: electronic energy -686.754983 a.u.. Number 3: electronic energy -1064.720987 a.u.. Number 4: electronic energy -967.672080 a.u.. Number 5: electronic energy -967.633383 a.u.. Number 6: electronic energy -1365.452756 a.u.. Number 7: electronic energy -1330.635124 a.u.. Number 8: electronic energy -570.687983 a.u..